No. 1
A gas-phase ion, C8H17N4 (charge +1) at a distorted geometry, computed with ωB97M-V with the def2-TZVPD basis set.

## Properties
E_LUMO (alpha / beta) (eV): -4.20 / -3.63
HOMO energy (alpha / beta) (eV): -11.08 / -11.53
Net charge: +1
Gap between HOMO and LUMO (alpha / beta) (eV): 6.88 / 7.90
Energy relative to the best compared isomer or geometry (same formula, charge and spin) (kJ/mol): 475.62
Energy (eV): -14520.2157

Positions of all 29 atoms, in Å:
C 0.43 0.18 -1.57
C -0.28 1.61 -1.08
C 1.72 1.75 1.99
C 1.55 2.30 0.59
C 0.75 0.53 2.16
C 0.12 -0.97 -0.81
C -1.40 -2.62 -1.65
C -1.85 -1.50 0.64
N 1.38 0.43 -2.34
N 0.21 1.68 0.27
N -0.06 0.60 0.96
N -1.24 -1.41 -0.67
H 0.02 2.47 -1.77
H -1.35 1.45 -0.98
H 2.78 1.58 2.26
H 1.34 2.55 2.80
H 1.42 3.39 0.40
H 2.33 1.85 0.01
H 1.32 -0.43 2.22
H 0.28 0.57 3.07
H 0.84 -1.60 -0.44
H -0.70 -3.31 -1.15
H -2.38 -3.11 -1.64
H -1.12 -2.41 -2.74
H -2.92 -1.99 0.70
H -1.14 -1.84 1.42
H -2.10 -0.52 1.07
H 1.87 -0.45 -2.57
H -1.80 -0.76 -1.19

Partial charges, Mulliken, in e: 0.366 -0.696 -0.523 -0.450 -0.670 -1.227 -0.822 -0.780 -0.634 0.124 -0.066 0.325 0.353 0.384 0.368 0.236 0.356 0.241 0.274 0.398 0.738 0.403 0.348 0.289 0.316 0.327 0.329 0.290 0.403


No. 2
A gas-phase ion, C8H17N4S (charge +1) at a distorted geometry, computed with ωB97M-V with the def2-TZVPD basis set.

## Properties
E_LUMO (alpha / beta) (eV): -4.85 / -4.85
HOMO energy (alpha / beta) (eV): -12.48 / -12.48
Net charge: +1
Gap between HOMO and LUMO (alpha / beta) (eV): 7.63 / 7.63
Energy relative to the best compared isomer or geometry (same formula, charge and spin) (kJ/mol): 618.93
Energy (eV): -25353.7628

Positions of all 30 atoms, in Å:
C 2.39 0.74 0.03
C -0.73 1.25 0.52
C 1.56 -1.45 0.33
C 1.38 -2.11 -1.07
C -2.19 -0.08 -1.11
C -2.71 2.23 -0.27
C -2.72 0.10 1.29
C -2.10 0.85 0.05
N 0.23 0.44 0.52
N 0.50 -0.70 0.90
N 2.73 -0.51 0.27
N 3.97 -1.03 0.44
S 3.31 1.97 -0.38
H -0.52 2.25 0.38
H 1.88 -2.32 1.07
H 1.63 -3.08 -1.06
H 2.18 -1.57 -1.57
H 0.46 -1.93 -1.60
H -3.16 -0.18 -1.50
H -1.88 -1.03 -0.73
H -1.61 0.24 -2.09
H -2.38 2.29 -1.27
H -3.82 2.15 -0.29
H -2.61 3.06 0.40
H -2.09 0.20 2.18
H -2.75 -0.90 1.00
H -3.82 0.38 1.58
H 4.00 -2.03 0.50
H 4.39 -0.75 1.35
H 4.47 1.52 0.12

Partial charges, Mulliken, in e: 0.366 -0.951 0.138 -1.209 -1.827 -1.951 -1.376 2.138 0.640 -0.603 0.544 -1.125 -0.183 0.476 0.397 0.377 0.395 0.323 0.452 0.467 0.300 0.530 0.383 0.521 0.319 0.443 0.306 0.276 0.278 0.156


No. 3
A molecular structure, C8H17N9S3V, computed with ωB97M-V with the def2-TZVPD basis set.

## Properties
Spin multiplicity: 2
E_LUMO (alpha / beta) (eV): -5.90 / -5.73
HOMO energy (alpha / beta) (eV): -14.04 / -13.57
Net charge: +2
Gap between HOMO and LUMO (alpha / beta) (eV): 8.14 / 7.84
⟨S²⟩: 0.771
Energy relative to the best compared isomer or geometry (same formula, charge and spin) (kJ/mol): 0.00
Energy (eV): -80162.6441

Positions of all 38 atoms, in Å:
V 0.76 -1.36 -0.40
C 0.47 3.77 0.68
C 0.66 2.56 1.52
N 0.82 2.53 2.81
N 0.96 1.19 3.10
C 0.90 0.40 2.05
S 1.09 -1.31 1.93
N 0.71 1.27 1.03
N 0.56 0.80 -0.30
H 0.45 4.64 1.33
H -0.47 3.72 0.13
H 1.28 3.89 -0.03
H 1.10 0.91 4.06
H -0.42 0.91 -0.58
H 1.16 1.36 -0.91
N 4.67 -1.93 0.26
C 4.38 -1.66 -1.00
N 5.35 -1.36 -1.85
S 2.77 -1.73 -1.60
H 5.62 -1.97 0.60
H 3.93 -2.20 0.89
H 6.32 -1.40 -1.59
H 5.12 -1.19 -2.82
C -4.40 1.49 -0.74
C -4.22 0.29 -1.67
C -3.23 -0.70 -1.11
N -1.96 -0.50 -1.04
N -1.28 -1.57 -0.44
C -2.10 -2.55 -0.06
N -1.72 -3.65 0.57
S -3.74 -2.22 -0.45
H -5.18 2.14 -1.13
H -3.48 2.07 -0.67
H -4.70 1.17 0.26
H -3.85 0.60 -2.65
H -5.17 -0.22 -1.84
H -0.77 -3.80 0.84
H -2.38 -4.38 0.80

Partial charges, Mulliken, in e: 0.382 -1.182 0.863 -0.652 0.210 0.417 -0.393 0.402 -0.676 0.352 0.284 0.326 0.194 0.296 0.315 -0.343 0.948 -0.395 -0.411 0.225 0.146 0.222 0.220 -0.961 -0.494 0.313 -0.606 0.049 0.514 -0.344 -0.140 0.361 0.188 0.350 0.271 0.392 0.136 0.225


No. 4
A molecular structure, C8H17NO7P2SeTc, computed with ωB97M-V with the def2-TZVPD basis set.

## Properties
Spin multiplicity: 2
E_LUMO (alpha / beta) (eV): -1.21 / -0.89
HOMO energy (alpha / beta) (eV): -7.57 / -7.45
Gap between HOMO and LUMO (alpha / beta) (eV): 6.36 / 6.56
⟨S²⟩: 0.790
Energy relative to the best compared isomer or geometry (same formula, charge and spin) (kJ/mol): 0.00
Energy (eV): -110520.3810

Positions of all 37 atoms, in Å:
Tc -0.40 0.36 0.87
C 2.96 -2.27 3.35
C 2.53 -0.91 2.80
O 3.49 0.11 3.10
P 2.48 -0.92 0.96
O 3.98 -0.93 0.50
O 1.99 -2.36 0.54
O 1.67 0.20 0.37
P 0.85 -0.45 3.38
O 0.75 1.11 2.92
O 0.67 -0.62 4.83
O -0.07 -1.09 2.30
H 3.95 -2.53 2.99
H 2.26 -3.06 3.06
H 2.97 -2.21 4.44
H 3.46 0.28 4.05
H 4.45 -0.10 0.71
H 1.21 -2.34 -0.03
H 0.70 1.70 3.69
C -2.15 -1.78 -2.08
C -2.34 -0.37 -1.50
C -3.84 -0.11 -1.29
C -1.77 0.65 -2.47
C -1.69 -0.38 -0.15
H -2.62 -1.84 -3.06
H -2.61 -2.54 -1.44
H -1.09 -2.02 -2.20
H -4.36 -0.15 -2.25
H -4.01 0.89 -0.87
H -4.29 -0.84 -0.62
H -2.21 0.50 -3.46
H -0.69 0.56 -2.57
H -1.98 1.68 -2.16
H -2.13 -1.14 0.53
Se -0.32 4.75 -1.35
C -0.42 3.17 -0.56
N -0.50 2.11 -0.07

Partial charges, Mulliken, in e: 0.547 -1.764 1.354 -0.648 0.844 -0.529 -0.532 -0.651 0.860 -0.474 -0.754 -0.664 0.390 0.414 0.437 0.384 0.375 0.339 0.298 -1.753 2.656 -1.666 -1.763 -0.897 0.433 0.422 0.348 0.408 0.375 0.414 0.473 0.360 0.324 0.445 -0.190 0.003 -0.618


No. 5
2 unconnected molecules or ions with the total composition C8H17OPS2 at a distorted geometry, computed with ωB97M-V with the def2-TZVPD basis set.

## Properties
E_LUMO (eV): -0.56
HOMO energy (eV): -8.80
Gap between HOMO and LUMO (eV): 8.24
Energy relative to the best compared isomer or geometry (same formula, charge and spin) (kJ/mol): 259.44
Energy (eV): -41574.6253

Positions of all 29 atoms, in Å:
C 0.16 -0.19 -1.40
C -0.42 -1.34 0.69
C -0.50 0.03 -0.07
C -1.06 -2.83 -1.61
C -0.33 1.11 2.14
C -0.67 2.49 0.02
C 1.52 1.46 0.51
C 0.09 1.23 0.71
O -3.04 -4.00 -3.35
P -1.68 -4.10 -2.77
S -0.80 -1.29 -2.52
S -1.55 -2.60 0.03
H 0.34 0.73 -1.88
H 1.13 -0.76 -1.39
H 0.62 -1.62 0.72
H -0.74 -1.07 1.75
H -1.66 0.21 -0.23
H 0.61 -3.63 -1.43
H -0.29 2.09 2.60
H 0.44 0.61 2.81
H -1.32 0.79 2.19
H -0.27 3.36 0.53
H -0.48 2.67 -1.09
H -1.68 2.16 0.25
H 1.77 2.43 1.10
H 1.98 1.44 -0.51
H 2.16 0.77 1.00
H -0.68 -4.13 -3.79
H -1.45 -5.40 -2.20

Partial charges, Mulliken, in e: -1.103 -0.791 -0.034 -0.156 -2.314 -1.467 -1.740 1.897 -0.618 0.366 -0.122 -0.081 0.514 0.387 0.459 0.391 0.295 0.166 0.569 0.328 0.515 0.472 0.221 0.505 0.350 0.314 0.469 0.100 0.110


No. 6
A molecular structure, C8H18AuN2O6SSb at a distorted geometry, computed with ωB97M-V with the def2-TZVPD basis set.

## Properties
E_LUMO (alpha / beta) (eV): -2.89 / -2.89
HOMO energy (alpha / beta) (eV): -6.97 / -6.97
Gap between HOMO and LUMO (alpha / beta) (eV): 4.08 / 4.08
Energy (eV): -44914.8194

Positions of all 37 atoms, in Å:
Au -0.68 0.23 -0.27
N -2.35 1.81 -0.14
C -1.72 3.12 0.05
C -0.28 3.04 0.59
O 0.23 4.01 1.13
N 0.34 1.89 0.34
C 1.68 1.68 0.83
C 2.15 0.22 0.70
O 3.29 -0.08 0.96
O 1.27 -0.64 0.31
H -3.02 1.82 -0.90
H -2.79 1.46 0.70
H -2.29 3.76 0.73
H -1.66 3.62 -0.92
H 1.75 1.95 1.89
H 2.39 2.31 0.28
C 0.00 -5.07 -0.98
Sb 0.82 -3.21 -0.12
C 1.33 -3.78 1.90
C 2.83 -3.32 -1.02
H 0.79 -5.80 -1.06
H -0.39 -4.85 -1.97
H -0.80 -5.42 -0.34
H 1.78 -4.77 1.89
H 0.42 -3.78 2.49
H 2.03 -3.05 2.29
H 3.20 -4.32 -0.85
H 3.45 -2.59 -0.53
H 2.78 -3.12 -2.08
C -3.79 -2.85 -0.33
S -2.28 -2.08 0.30
O -2.64 -0.94 1.10
O -1.56 -3.13 1.00
O -1.56 -1.65 -0.94
H -4.33 -3.30 0.49
H -3.47 -3.59 -1.05
H -4.37 -2.08 -0.81

Partial charges, Mulliken, in e: 0.662 -0.578 -0.411 0.575 -0.658 -0.163 -0.239 0.275 -0.627 -0.449 0.251 0.348 0.304 0.242 0.314 0.323 -1.282 0.957 -1.190 -1.275 0.399 0.374 0.336 0.372 0.353 0.350 0.377 0.338 0.379 -1.034 1.402 -0.652 -0.733 -0.658 0.360 0.323 0.337


No. 7
A gas-phase ion, C8H18BO5S (charge +1), computed with ωB97M-V with the def2-TZVPD basis set.

## Properties
E_LUMO (eV): -4.49
HOMO energy (eV): -13.19
Net charge: +1
Gap between HOMO and LUMO (eV): 8.70
Energy relative to the best compared isomer or geometry (same formula, charge and spin) (kJ/mol): 52.05
Energy (eV): -30329.6634

Positions of all 33 atoms, in Å:
C -3.37 -2.65 2.26
C -2.73 -1.52 1.47
O -2.83 -1.81 0.08
C -1.92 -1.17 -0.77
C -1.79 0.32 -0.49
O -1.35 1.03 -1.68
S 0.19 1.40 -1.87
C 1.17 -0.09 -1.59
O 2.47 0.35 -1.87
C 3.46 -0.51 -1.31
C 4.19 0.07 -0.15
O 3.61 -1.58 -1.79
B 0.59 2.64 -0.42
C 1.37 2.22 0.84
O 0.09 3.87 -0.59
H -2.62 -3.31 2.69
H -4.01 -3.24 1.61
H -3.95 -2.24 3.08
H -1.69 -1.40 1.77
H -3.25 -0.58 1.68
H -2.31 -1.27 -1.79
H -0.95 -1.69 -0.74
H -1.15 0.54 0.36
H -2.78 0.72 -0.26
H 1.04 -0.48 -0.58
H 0.81 -0.81 -2.32
H 5.14 -0.44 -0.05
H 3.60 -0.10 0.75
H 4.33 1.14 -0.30
H 2.45 2.30 0.67
H 1.15 1.21 1.18
H 1.11 2.90 1.64
H -0.05 4.18 -1.49

Partial charges, Mulliken, in e: -1.179 -0.059 -0.359 -0.422 -0.285 -0.338 0.125 -0.517 -0.364 0.690 -0.938 -0.445 0.413 -0.859 -0.403 0.299 0.304 0.328 0.227 0.234 0.317 0.269 0.283 0.427 0.441 0.558 0.336 0.256 0.362 0.272 0.331 0.351 0.342